85
Properties=species:S:1:pos:R:3:forces:R:3 method="wB97M-V/def2-TZVPD" relative_energy_ev=7.394 charge=-1 lumo_energy_ha=0.081 homo_lumo_gap_ev=9.200
H 6.348 -1.138 -1.465 -0.8 -0.3 1.1
O -4.168 -0.876 1.309 -3.2 1.0 -2.8
H -4.143 4.548 2.928 0.4 -0.1 0.2
N -1.134 4.212 -1.736 2.0 -7.7 -0.4
H -0.711 3.724 -2.513 -0.2 -0.4 0.4
H -4.155 0.821 -2.669 0.6 0.1 0.2
O 4.139 -3.925 -0.378 -0.1 -1.3 -1.0
N 5.611 -0.453 -1.555 3.7 -1.7 -2.5
H -2.001 6.877 -0.762 -0.2 -0.3 0.2
C -2.455 3.692 2.258 2.8 -1.2 -0.8
N -1.901 5.875 -0.847 -3.6 4.9 6.1
H 4.701 1.605 4.388 1.1 -0.1 -0.2
C 0.087 -2.407 4.255 0.7 1.1 -2.1
H 1.998 -4.190 -2.603 0.6 -0.9 -0.6
O 4.117 -0.666 0.175 0.1 -0.5 0.6
H 2.679 -1.887 -0.615 0.0 -0.5 0.3
H -2.371 -2.096 -4.734 -0.7 0.5 0.0
C -1.221 5.460 -1.829 -0.9 0.1 -1.7
O 0.162 -0.323 0.776 -0.8 -0.6 2.6
H -1.765 -0.052 1.922 -0.2 -0.3 0.1
N -3.167 4.336 3.076 -1.9 5.7 6.4
H -1.204 -2.428 -1.116 0.0 -0.1 0.5
H 1.898 1.038 1.792 0.1 -0.1 0.5
H -2.181 -2.379 0.346 -0.2 1.6 -1.1
C -3.524 -0.505 -3.919 -1.1 -2.0 -3.8
N 2.882 -4.451 -2.189 -1.3 -6.8 -6.9
H 5.099 1.531 2.672 0.0 0.1 0.4
C 0.475 1.318 -4.714 -1.3 1.8 -2.2
O -1.090 -2.438 4.402 -4.9 0.0 -0.1
N -0.326 0.260 -4.433 -0.1 -0.1 -0.8
H -1.534 3.745 -0.935 0.7 -0.6 -0.5
C -1.241 -3.935 0.214 1.8 -1.4 -3.2
H -4.552 -2.569 3.117 0.3 -0.2 0.4
H -1.862 -1.400 -3.275 -0.1 -0.3 -0.2
H 3.551 0.746 1.475 -0.4 -0.1 -0.4
N -3.650 -2.116 3.120 -3.8 -4.2 2.5
H -2.867 2.392 0.905 -0.6 0.0 -0.5
O 2.504 1.194 4.321 -0.4 0.2 1.0
N 0.766 -1.989 3.208 0.0 0.4 -2.2
N 1.309 1.566 -3.718 1.8 0.4 1.6
C -3.496 -1.214 2.213 5.2 1.9 0.6
H -0.879 0.048 -5.251 0.0 -0.7 0.4
H -2.514 0.219 -2.346 -0.4 0.3 0.2
O -4.425 -0.390 -4.745 -0.3 0.0 -0.1
H 1.186 0.989 -2.898 0.2 0.4 0.3
N 4.007 0.858 -1.409 -3.8 5.6 -2.2
H -1.725 -1.367 3.105 0.6 0.8 0.0
H -1.451 -4.991 1.875 -0.6 0.3 0.0
N -1.840 -4.250 1.310 -1.4 -1.2 3.6
H -2.628 4.987 3.629 -0.5 0.1 0.3
N -3.371 0.220 -2.880 -0.3 3.3 3.7
H 5.569 -0.180 -2.526 0.0 0.0 0.2
H 0.246 -1.802 2.363 0.7 0.1 -0.2
H 0.076 -0.420 -3.804 -0.6 -0.3 -0.3
H -2.933 -2.315 3.803 -0.4 -0.2 0.1
N 2.855 1.117 2.106 -0.8 -0.1 -3.0
H 1.836 -2.663 5.025 -0.1 0.0 0.9
O -1.320 1.065 -0.512 -2.9 1.1 0.8
H 1.774 -2.034 3.260 -0.4 0.4 -0.8
C 3.215 -3.798 -1.206 4.3 5.0 7.3
H -2.685 -3.723 1.476 0.1 -0.6 1.0
O 0.047 -0.501 -1.468 0.0 -0.1 -1.2
C 4.532 -0.150 -0.849 1.2 -2.7 2.5
O -1.261 3.549 2.253 2.0 0.0 0.3
H 4.552 1.440 -2.029 -0.4 -0.2 0.2
Cl -0.080 0.445 -0.370 3.1 -1.4 -2.4
O -0.423 -4.551 -0.403 3.5 -3.2 -0.5
H 1.799 2.443 -3.620 -0.2 -0.3 -0.3
O 0.325 2.017 -5.735 0.5 -0.9 1.3
N -3.266 3.143 1.450 -2.6 -3.8 -5.8
O -0.994 6.073 -2.807 2.2 3.4 -3.9
N -2.577 -1.448 -3.987 2.2 -2.1 0.0
H 3.551 -5.101 -2.576 -0.8 -0.3 0.0
N -1.708 -2.900 -0.378 -3.1 4.8 -0.4
H -4.184 3.536 1.297 0.3 -0.8 -0.3
C 3.248 1.195 3.353 -4.1 -0.4 0.1
H 3.169 1.270 -1.026 -0.1 -0.1 0.1
H -2.197 5.289 -0.080 0.3 0.4 -0.1
H 0.478 -2.599 6.137 0.4 -0.3 -0.1
O 0.957 1.421 -0.455 0.7 1.0 -0.3
N -2.225 -0.773 2.458 1.1 1.6 -0.9
N 0.848 -2.755 5.210 3.9 -1.8 4.8
N 2.514 -2.694 -1.200 -2.9 3.7 0.4
H 1.763 -2.667 -1.875 0.0 0.9 0.6
N 4.534 1.244 3.459 4.5 0.4 1.7